Entry 1:
Computed, not measured: an isolated ion of composition C5H8N and charge +1 in a non-equilibrium geometry, with ωB97M-V/def2-TZVPD.

Last column: Mulliken charge in e.
Cartesian coordinates (Å):
C  1.3026  0.3572  -0.1411  -0.48
C  -0.0083  0.5224  0.2612  0.23
C  1.0942  -1.5884  -1.4881  -0.76
C  1.8477  -0.5919  -1.0207  0.08
C  -2.0960  0.7276  1.5072  -0.70
N  -0.7008  0.3178  1.2721  0.04
H  1.9477  1.1666  0.3838  0.31
H  -0.3996  1.0017  -0.8012  0.39
H  1.5326  -2.3248  -2.0537  0.31
H  0.0080  -1.5075  -1.3913  0.26
H  2.8074  -0.6213  -1.5751  0.35
H  -2.6669  -0.1977  1.6782  0.32
H  -2.2196  1.2686  2.5519  0.30
H  -2.4491  1.4697  0.8169  0.35

Properties
E_HOMO (spin up / spin down) (eV): -12.74 / -15.27
Multiplicity: 3
Expectation value of S²: 2.040
Total charge: +1
Energy (a.u.): -249.58805
ΔE to the lowest compared entry with this formula, charge and spin (kcal per mole): 67.8

Entry 2:
Computed, not measured: a 2-piece molecular cluster, C5H8N2 overall in a non-equilibrium geometry, with ωB97M-V/def2-TZVPD.

Last column: Mulliken charge in e.
Cartesian coordinates (Å):
H  -0.6330  -1.0942  -1.6436  0.26
N  -1.4941  -0.4421  -1.5253  -0.60
C  -1.6106  0.3355  -0.5712  0.14
C  -2.7155  1.2718  -0.4207  -1.01
H  -0.8542  0.3757  0.1872  0.34
H  -3.5393  1.0034  -1.0949  0.26
H  -3.1412  1.1892  0.5433  0.33
H  -2.2822  2.2129  -0.5876  0.28
C  2.5257  1.2500  -0.1870  -0.60
C  2.3487  0.0150  0.2484  -0.23
C  2.2774  -0.8719  1.1223  0.66
N  1.9725  -1.8385  1.8003  -0.59
H  2.4144  1.6157  -1.1918  0.30
H  2.6111  2.1121  0.6195  0.19
H  1.8523  -2.7900  1.3884  0.27

Properties
E_HOMO (eV): -9.02
SMILES string: [H]/N=C/C.C=C=C=N
Energy (a.u.): -304.67844
ΔE to the lowest compared entry with this formula, charge and spin (kcal per mole): 98.6

Entry 3:
Computed, not measured: an isolated molecule of C5H8N2, with ωB97M-V/def2-TZVPD.

Last column: Mulliken charge in e.
Cartesian coordinates (Å):
C  1.6968  0.3929  0.4627  -0.86
N  0.4499  0.4491  -0.2715  0.14
C  0.2238  1.0378  -1.4827  0.01
C  -0.9321  0.6022  -2.1385  -0.91
C  -1.3598  -0.3300  -1.1962  -0.04
N  -0.5356  -0.4702  -0.1053  0.07
C  -0.9637  -0.8762  1.2194  -0.90
H  2.2142  -0.5586  0.2993  0.32
H  1.5459  0.5508  1.5347  0.28
H  2.3239  1.2008  0.0795  0.34
H  0.9688  1.7696  -1.7910  0.31
H  -2.2457  -0.9634  -1.1865  0.30
H  -1.9172  -1.3943  1.0972  0.35
H  -1.1260  0.0010  1.8549  0.32
H  -0.2536  -1.5569  1.6973  0.29

Properties
E_HOMO (eV): -7.28
SMILES string: CN1C=C=CN1C
Energy (a.u.): -304.70181
ΔE to the lowest compared entry with this formula, charge and spin (kcal per mole): 83.9

Entry 4:
Computed, not measured: an isolated molecule of C5H8N2, with ωB97M-V/def2-TZVPD.

Last column: Mulliken charge in e.
Cartesian coordinates (Å):
C  -2.3928  -0.1979  0.0456  -1.13
C  -0.9214  0.0857  -0.0242  0.91
C  -0.3354  1.2874  -0.3421  -0.84
N  1.0248  1.1263  -0.2946  0.03
C  1.3283  -0.1628  0.0501  0.06
N  2.6933  -0.5261  0.1725  -0.59
C  0.1407  -0.8353  0.2220  -0.77
H  -2.7037  -0.9214  -0.7175  0.26
H  -2.6760  -0.6116  1.0206  0.28
H  -2.9762  0.7162  -0.1075  0.30
H  -0.7829  2.2390  -0.5967  0.37
H  1.7274  1.8297  -0.4538  0.21
H  2.8720  -0.9564  1.0733  0.27
H  2.9641  -1.1934  -0.5424  0.26
H  0.0378  -1.8792  0.4947  0.37

Properties
E_HOMO (eV): -7.93
SMILES string: Cc1c[nH]c(N)c1
Energy (a.u.): -304.83255
ΔE to the lowest compared entry with this formula, charge and spin (kcal per mole): 1.9

Entry 5:
Computed, not measured: an isolated molecule of C5H8N2 in a non-equilibrium geometry, with ωB97M-V/def2-TZVPD.

Last column: Mulliken charge in e.
Cartesian coordinates (Å):
C  -0.6566  1.7284  0.3104  -1.27
C  -0.0490  0.3519  0.6646  0.01
C  -0.7950  -0.9564  0.3806  -0.54
N  0.5857  -1.5204  0.4509  -0.47
C  1.0747  -0.2715  -0.1872  0.13
C  0.8752  -0.2697  -1.6457  0.07
N  0.7346  -0.2671  -2.7943  -0.48
H  -0.9791  1.7624  -0.7486  0.30
H  -1.5509  1.9700  0.8963  0.33
H  0.0366  2.5685  0.4340  0.32
H  0.4925  -0.3470  1.5367  0.35
H  -1.2023  -1.0581  -0.6323  0.29
H  -1.5118  -1.2925  1.1340  0.31
H  0.8493  -2.4433  0.1582  0.21
H  2.0962  0.0448  0.0423  0.43

Properties
E_HOMO (eV): -9.76
SMILES string: C[C@H]1CN[C@H]1C#N
Energy (a.u.): -304.71199
ΔE to the lowest compared entry with this formula, charge and spin (kcal per mole): 77.5

Entry 6:
Computed, not measured: an isolated molecule of C5H8N2, with ωB97M-V/def2-TZVPD.

Last column: Mulliken charge in e.
Cartesian coordinates (Å):
N  1.8386  -0.5167  -0.9495  -0.61
C  0.5322  -0.1496  -0.5422  0.40
C  -0.5929  0.0682  -1.4128  -0.52
C  -1.5323  0.7429  -0.6764  -0.50
C  -0.9423  1.0163  0.5707  -0.12
C  0.0707  -0.2319  1.5742  -0.75
N  0.4654  0.7967  0.5555  -0.37
H  2.4286  -0.6673  -0.1361  0.25
H  1.8278  -1.3643  -1.5054  0.28
H  -0.0918  -1.0382  0.2023  0.22
H  -0.7373  -0.4250  -2.3685  0.36
H  -2.5630  0.9411  -0.9466  0.43
H  -1.3605  1.6320  1.3599  0.43
H  0.8475  -0.9930  1.7268  0.27
H  -0.1907  0.1889  2.5480  0.24

Properties
E_HOMO (eV): -7.90
SMILES string: N[C@@H]1C=C[C@H]2CN12
Energy (a.u.): -304.65222
ΔE to the lowest compared entry with this formula, charge and spin (kcal per mole): 115.0

Entry 7:
Computed, not measured: an isolated molecule of C5H8N2, with ωB97M-V/def2-TZVPD.

Last column: Mulliken charge in e.
Cartesian coordinates (Å):
C  -1.0553  0.6659  -2.0562  -1.12
C  -0.3264  0.2797  -0.8195  0.23
C  -0.5467  0.6399  0.4983  -0.68
C  0.3679  -0.1260  1.2799  0.64
N  0.6334  -0.2478  2.6544  -0.57
C  1.1506  -0.8515  0.4193  -0.66
N  0.6981  -0.6137  -0.8542  -0.03
H  -1.7095  -0.1463  -2.3954  0.26
H  -1.6678  1.5431  -1.8401  0.28
H  -0.3537  0.9124  -2.8616  0.33
H  -1.2625  1.3878  0.8270  0.33
H  0.9533  -1.1855  2.8225  0.23
H  -0.0702  0.0027  3.3270  0.24
H  2.1504  -1.1953  0.6402  0.32
H  1.0533  -1.0894  -1.6641  0.19

Properties
E_HOMO (eV): -7.19
SMILES string: Cc1cc(N)c[nH]1
Energy (a.u.): -304.81902
ΔE to the lowest compared entry with this formula, charge and spin (kcal per mole): 10.3

Entry 8:
Computed, not measured: an isolated molecule of C5H8N2, with ωB97M-V/def2-TZVPD.

Last column: Mulliken charge in e.
Cartesian coordinates (Å):
C  2.4264  0.4110  0.0125  -1.02
C  1.0484  -0.1531  -0.1028  0.86
C  0.0401  0.1804  -0.9445  -0.74
N  -1.1135  -0.5152  -0.5138  -0.08
C  -2.1720  0.3345  0.0796  -0.89
C  -0.6281  -1.2973  0.5187  -0.06
N  0.6085  -1.1066  0.8281  -0.59
H  2.5355  0.8964  0.9935  0.25
H  3.1775  -0.3822  -0.0418  0.27
H  2.6206  1.1569  -0.7667  0.29
H  0.0389  0.8133  -1.8275  0.35
H  -2.7573  0.8265  -0.6913  0.29
H  -2.8313  -0.2703  0.7134  0.32
H  -1.6854  1.0750  0.7317  0.32
H  -1.3134  -1.9602  1.0264  0.44

Properties
E_HOMO (eV): -8.83
SMILES string: Cc1cn(C)cn1
Energy (a.u.): -304.80522
ΔE to the lowest compared entry with this formula, charge and spin (kcal per mole): 19.0

Entry 9:
Computed, not measured: an isolated molecule of C5H8N2 in a non-equilibrium geometry, with ωB97M-V/def2-TZVPD.

Last column: Mulliken charge in e.
Cartesian coordinates (Å):
C  1.7471  -0.2899  -1.2039  -0.95
C  0.4933  -0.9821  -0.5481  -0.58
C  -0.4305  -0.1708  0.2531  0.29
C  -1.6769  0.2438  -0.2559  -0.29
N  -2.3809  1.0026  0.7198  -0.61
C  -1.5231  1.1040  1.7731  -0.18
N  -0.3812  0.3631  1.5425  -0.17
H  1.5022  0.6772  -1.7341  0.29
H  2.5287  -0.1306  -0.4265  0.27
H  2.1569  -0.9826  -1.9379  0.33
H  0.9572  -1.9706  -0.1606  0.28
H  -0.1683  -1.4568  -1.2796  0.30
H  -1.9138  0.0883  -1.2746  0.40
H  -1.4483  1.8735  2.5651  0.31
H  0.5378  0.6310  1.9676  0.30

Properties
E_HOMO (eV): -8.48
SMILES string: CCc1cnc[nH]1
Energy (a.u.): -304.79739
ΔE to the lowest compared entry with this formula, charge and spin (kcal per mole): 23.9

Entry 10:
Computed, not measured: an isolated molecule of C5H8N2 in a non-equilibrium geometry, with ωB97M-V/def2-TZVPD.

Last column: Mulliken charge in e.
Cartesian coordinates (Å):
C  -0.5138  1.4289  -0.2218  -1.40
C  -0.2598  0.0022  -0.0189  1.41
C  -1.1899  -0.7002  0.9575  -1.35
C  0.3109  -0.8690  -1.0984  -0.78
N  1.0943  -0.5902  0.2060  -0.42
C  2.2901  -0.0601  0.3129  0.39
N  3.3656  0.2683  0.3576  -0.45
H  -0.6743  1.7332  -1.2300  0.35
H  0.4404  1.9917  0.0318  0.32
H  -1.3847  1.7850  0.2771  0.37
H  -0.7360  -1.7574  1.1708  0.34
H  -2.1983  -0.9060  0.6583  0.34
H  -1.2987  -0.0351  1.8751  0.33
H  0.0474  -1.8794  -1.2569  0.25
H  0.7067  -0.4120  -2.0210  0.28

Properties
E_HOMO (eV): -9.66
SMILES string: CC1(C)CN1C#N
Energy (a.u.): -304.74514
ΔE to the lowest compared entry with this formula, charge and spin (kcal per mole): 56.7